[1]
Here is a molecular structure, C27H27As2AuI2S from the OMol25 dataset. Energies are from ωB97M-V/def2-TZVPD.

The value obtained for the LUMO energy (alpha / beta) is -10.025 / -10.023 eV. Its HOMO-LUMO gap (alpha / beta) is 3.795 / 3.796 eV. Its total charge is +2.

Structure (XYZ):
```
60
Properties=species:S:1:pos:R:3:forces:R:3:mulliken_charge:R:1
Au 0.65932 -0.04092 -2.66699 0.3 -1.3 0.5 0.00
I -6.01898 -1.26272 -3.41339 0.2 0.0 0.1 -0.01
I -3.84758 -0.41282 -2.11499 -0.1 0.0 -0.1 0.12
As -0.00938 -1.50782 -0.22849 1.8 -1.2 0.9 1.08
As 0.00382 2.23378 -2.54329 -0.4 0.9 0.2 0.42
S 2.08092 -1.98682 -2.56149 -0.1 1.2 -0.3 -0.20
C 2.75492 -1.55862 -1.01089 -0.3 -0.1 -0.6 0.35
C -1.64458 -3.79952 -0.62359 0.1 0.6 0.1 -0.11
C -1.58528 4.58718 0.09921 0.0 -0.4 -0.1 -0.54
C -0.31458 -3.38482 -0.54749 -0.5 -0.2 -0.3 0.38
C 4.13742 -1.43912 -0.85769 0.2 -0.4 0.2 -0.74
C -0.91298 -6.06022 -0.95429 -0.3 0.1 0.0 -0.47
C -1.93978 -5.13542 -0.81889 0.0 -0.4 0.0 -0.77
C -0.99028 3.33568 -0.06219 0.1 0.3 0.4 0.21
C -0.77528 -1.30332 1.56281 -0.4 0.5 -0.3 0.10
C 1.49742 3.36888 -2.03269 0.1 0.0 0.1 -1.06
C -0.67088 3.08928 -4.13529 -0.1 -0.1 -0.3 -1.10
C -1.72888 0.00318 3.33071 0.0 0.0 -0.1 -0.72
C -1.21288 5.41208 1.14561 0.2 0.0 0.2 -0.67
C 2.44182 -0.91052 1.28751 0.2 0.5 0.5 -0.37
C -1.15708 -2.29822 3.70731 0.1 0.0 0.0 -0.77
C 0.71412 -4.31442 -0.68309 0.2 0.4 0.0 -0.29
C -1.29368 -0.10282 2.02031 -0.1 0.3 -0.2 -0.27
C -0.23348 5.00308 2.03961 -0.1 0.0 -0.1 -0.57
C 4.65942 -0.99802 0.34431 -0.1 -0.2 -0.6 -0.63
C 0.01612 2.94828 0.82941 -0.3 -0.1 -0.3 0.29
C -0.72058 -2.41662 2.39881 0.2 -0.4 -0.4 -0.29
C 0.40972 -5.65042 -0.87799 0.1 0.2 0.1 -0.81
C 1.90012 -1.32182 0.08171 -0.8 0.2 -0.2 0.60
C 3.81552 -0.73512 1.41591 -0.8 0.1 0.2 -0.76
C -1.66508 -1.09612 4.17071 0.0 0.1 0.0 -0.50
C -1.40608 2.41608 -1.15959 0.0 -0.2 -0.2 0.00
C 0.38202 3.76658 1.87901 0.0 0.1 0.0 -1.03
H 0.08842 3.04108 -4.92089 -0.1 0.0 0.1 0.40
H 1.13632 4.31668 -1.61479 -0.1 -0.3 -0.1 0.41
H 1.78062 -0.70282 2.12141 0.1 0.0 0.0 0.49
H -1.37738 0.75108 1.36231 0.0 0.1 0.0 0.47
H 5.72172 -0.84512 0.43981 0.1 0.0 0.0 0.45
H 1.14822 3.45088 2.57121 0.1 0.0 0.1 0.47
H -2.96818 -5.46122 -0.86719 -0.1 0.0 0.0 0.44
H -1.09898 -3.15222 4.36521 0.0 -0.1 0.0 0.45
H 1.74872 -4.00442 -0.60449 0.0 -0.1 0.0 0.47
H -2.02248 -1.01742 5.18441 0.0 0.0 0.1 0.43
H 2.11382 2.86528 -1.28739 -0.1 0.1 0.0 0.34
H -1.68518 6.37428 1.26391 -0.1 0.1 0.0 0.44
H -2.43808 -3.06322 -0.52799 -0.1 -0.2 0.0 0.29
H -1.56128 2.55918 -4.47729 0.1 0.1 0.0 0.37
H 0.05332 5.64658 2.85451 0.0 0.1 0.1 0.43
H 2.10742 3.57268 -2.91669 -0.2 -0.1 0.0 0.42
H 4.77232 -1.66002 -1.70079 0.2 0.0 0.0 0.48
H -0.91808 4.13848 -3.93179 0.1 -0.3 0.1 0.39
H -1.14338 -7.10312 -1.11069 0.0 -0.1 0.0 0.42
H -2.32378 2.75228 -1.65319 0.2 0.0 0.0 0.75
H -2.36278 4.90088 -0.58029 -0.1 0.0 -0.1 0.45
H -1.58998 1.39438 -0.79409 0.1 0.3 -0.1 -0.63
H 4.21892 -0.36962 2.34601 0.1 -0.1 0.2 0.46
H -2.12668 0.93948 3.68511 -0.1 0.1 0.0 0.49
H 0.50502 1.98478 0.68521 0.0 0.1 0.1 0.58
H 1.20652 -6.37452 -0.95119 0.1 0.0 0.0 0.44
H -0.33058 -3.36232 2.03881 -0.1 0.0 0.1 0.47
```
Forces are in eV/Å.

---

[2]
Here is a molecular structure, C32H34As2BF6N3O3RuS2 from the OMol25 dataset. Energies are from ωB97M-V/def2-TZVPD.

As for the energy relative to the best compared isomer or geometry (same formula, charge and spin): 5.86 kcal per mole. Its spin multiplicity is 5. The value obtained for the LUMO energy (alpha / beta) is 3.911 / 3.910 eV. Its HOMO-LUMO gap (alpha / beta) is 6.035 / 6.667 eV. Its total charge is -2.

Structure (XYZ):
```
84
Properties=species:S:1:pos:R:3:forces:R:3:mulliken_charge:R:1
Ru -2.06916 1.11540 0.93094 -0.3 0.0 0.5 -0.37
As -2.71287 -2.51844 2.37677 0.0 0.0 0.1 0.82
As -3.48157 -3.13887 -2.55727 0.1 0.1 0.0 2.05
S -3.08038 2.79331 2.39972 -0.1 0.0 0.0 -0.39
S -2.08476 3.32485 -0.29543 0.1 0.0 0.0 -0.45
F -3.78325 -3.74683 -0.94635 0.0 0.0 0.1 -0.48
F -3.15303 -2.52966 -4.14306 0.0 0.0 -0.1 -0.52
F -5.03463 -2.36590 -2.55196 0.0 0.0 0.0 -0.51
F -2.77362 -1.70616 -1.85332 -0.1 -0.1 0.0 -0.60
F -4.17925 -4.57563 -3.22935 0.0 -0.1 0.0 -0.51
F -1.91401 -3.90218 -2.51729 0.0 0.0 0.0 -0.47
O -3.35553 -1.02354 2.11131 0.0 0.0 -0.1 -0.71
O -0.16375 -0.78447 -0.92036 -0.1 0.1 0.0 -0.35
O 0.78991 1.31259 -1.00552 0.0 -0.1 0.0 -0.65
N -3.93781 0.42432 -0.14687 0.1 0.0 -0.2 -0.55
N -3.05925 6.98119 -0.67689 0.0 0.0 0.0 -0.60
N -4.51461 6.16932 3.30984 0.0 0.0 0.0 -0.60
C 1.51337 0.13830 -7.08456 0.0 0.0 0.0 -2.12
C -2.16075 -2.63232 4.22407 0.0 0.0 0.0 -1.20
C 2.34986 2.74473 2.84339 0.0 0.0 0.0 -0.53
C 3.39177 1.53224 4.62353 0.0 0.0 0.1 -0.27
C 3.71099 3.91519 4.45263 0.0 0.0 0.0 -0.43
C 4.41131 -2.53307 3.63281 0.0 0.0 0.0 -0.68
C 1.68023 -2.16071 3.49718 0.0 -0.1 0.0 0.16
C 0.58337 -0.75270 -4.52007 0.0 0.0 0.0 -0.43
C 1.95479 0.27587 2.98462 0.1 0.1 0.1 -0.63
C -2.86983 3.94059 1.11624 0.0 0.0 0.0 0.84
C 2.58112 1.51950 3.48398 0.1 0.0 -0.1 0.40
C 2.19514 -3.42524 3.73543 0.0 0.0 0.0 -0.62
C 0.97011 2.39431 -6.21266 0.0 0.0 0.0 -1.65
C -4.02032 -3.91456 2.18598 0.0 0.0 0.0 -1.09
C 1.71077 1.08632 -5.90119 0.0 0.0 0.0 2.18
C 0.23136 -0.51492 -2.20170 -0.1 -0.1 0.1 0.41
C 0.08634 -1.28504 -3.32555 0.0 0.0 0.0 -1.62
C 1.29945 1.26910 -3.41903 0.0 0.0 0.0 -0.94
C -0.04175 0.43774 1.31034 -0.1 0.2 0.6 -0.60
C 3.95087 2.71146 5.09738 0.0 0.0 0.0 -0.70
C 0.81561 0.74147 -2.24776 0.0 0.2 0.0 0.17
C -1.24320 -2.99808 1.24973 0.0 0.1 -0.1 0.01
C 2.89946 3.91987 3.32285 0.0 0.0 0.0 -0.70
C 1.18535 0.50035 -4.58872 0.0 0.0 0.0 0.72
C 3.89245 -1.27245 3.38288 0.0 0.0 0.0 -0.23
C 3.56703 -3.62268 3.81026 0.0 0.0 0.0 -0.50
C 3.21259 1.37546 -5.76988 0.0 0.0 0.0 -1.67
C -3.16912 6.18694 0.15334 0.0 0.0 0.1 0.02
C 0.90341 0.36501 2.15739 -0.1 -0.2 -0.1 0.77
C -3.97470 5.73756 2.38538 0.0 0.0 0.0 0.01
C -3.32105 5.24938 1.21672 0.0 0.1 0.0 0.17
C 2.51075 -1.05593 3.30985 0.0 0.1 0.1 -0.29
B 0.14387 0.37048 -0.17999 0.7 -0.2 -0.8 2.20
H -1.46850 -1.81954 4.42729 0.1 0.0 0.0 0.31
H -0.42183 -2.23874 -3.28622 0.0 0.0 0.0 0.47
H 1.10466 3.13019 -5.41963 0.0 0.0 0.0 0.32
H 3.60076 1.80277 -6.69936 0.0 0.0 0.0 0.45
H 0.61343 -2.00917 3.44279 -0.1 0.0 0.0 0.23
H 4.14264 4.83599 4.82526 0.0 0.0 0.0 0.36
H -0.89416 -4.00023 1.49899 0.0 0.0 0.0 0.58
H -3.05126 -2.48696 4.83403 0.0 0.0 0.0 0.42
H 1.72265 2.76319 1.96031 0.0 0.0 0.0 0.48
H 4.56197 -0.43582 3.22471 0.0 0.0 0.0 0.57
H 4.57061 2.68657 5.98681 0.0 0.0 0.0 0.35
H -0.44238 -2.27283 1.37802 0.0 0.0 0.0 -0.27
H 1.73603 2.25971 -3.42008 0.0 0.0 0.0 0.46
H 5.48572 -2.67095 3.67385 0.0 0.0 0.0 0.37
H 1.34084 2.82818 -7.14612 0.0 0.0 0.0 0.44
H 1.90320 0.60642 -7.99203 0.0 0.0 0.0 0.42
H -1.70010 -3.59314 4.45329 0.0 0.0 0.0 0.36
H 3.76147 0.45613 -5.55512 0.0 0.0 0.0 0.36
H -4.58829 1.19626 -0.22681 0.0 0.0 0.0 0.27
H 0.45759 -0.08422 -7.24737 0.0 0.0 0.0 0.43
H 1.51947 -4.26280 3.87005 0.0 0.0 0.0 0.37
H 3.41319 2.08126 -4.96314 0.0 0.0 0.0 0.32
H -0.10084 2.21133 -6.31614 0.0 0.0 0.0 0.38
H -4.46511 -3.82043 1.19869 0.0 0.0 0.0 0.28
H 3.97299 -4.60895 3.99820 0.0 0.0 0.0 0.37
H -3.78727 0.00663 -1.06056 0.0 0.0 0.0 0.12
H 0.46622 -1.34496 -5.41624 0.0 0.0 0.0 0.42
H 3.57567 0.60674 5.15511 0.0 0.0 0.0 0.48
H -3.53771 -4.88793 2.27506 0.0 0.0 0.0 0.36
H 2.69241 4.84978 2.80710 0.0 0.0 0.0 0.41
H 2.04417 -0.80400 -6.93517 0.0 0.0 0.0 0.42
H -4.29256 -0.29034 0.48445 0.0 0.0 0.0 0.29
H -4.77690 -3.79725 2.96000 0.0 0.0 0.0 0.38
H -1.60182 -2.96640 0.22018 0.1 0.0 0.0 -0.25
```
Forces are in eV/Å.

---

[3]
Here is 3 unconnected molecules or ions with the total composition C4H14N2O2 from the OMol25 dataset. Energies are from ωB97M-V/def2-TZVPD.

As for the energy relative to the best compared isomer or geometry (same formula, charge and spin): 85.96 kcal per mole. The value obtained for the LUMO energy is 0.728 eV. Its HOMO-LUMO gap is 9.693 eV. The SMILES is C=NCCCN.O.O. Its total charge is 0.

Structure (XYZ):
```
22
Properties=species:S:1:pos:R:3:forces:R:3:mulliken_charge:R:1
O -2.32973 0.15326 -4.19201 3.6 2.9 -0.1 -0.66
O -3.28649 4.86665 2.78047 2.8 1.6 -2.8 -0.63
N 2.61960 0.22623 -0.44926 -2.1 -0.3 1.0 -0.54
N -0.61384 -0.63267 -0.08816 -4.4 -4.0 -1.9 -0.42
C -1.40244 -1.65857 -0.50696 3.6 4.7 0.7 -0.27
C 0.26493 -0.88458 1.02085 -2.5 2.2 0.4 -0.57
C 2.63683 -0.90663 0.53769 1.5 0.6 0.5 -0.77
C 1.35598 -1.68636 0.48049 2.0 -1.3 -1.3 -0.45
H -3.38804 5.35677 3.55425 -1.1 0.7 2.8 0.30
H 3.25271 0.12114 -1.24175 -0.9 -0.1 0.2 0.22
H -1.87538 -1.39556 -1.42522 -0.8 -0.3 -0.5 0.18
H -1.48280 0.82307 -4.24319 -3.0 -2.6 -0.3 0.34
H 3.47897 -1.58240 0.40413 0.3 0.1 -0.5 0.39
H 1.29717 -2.01059 -0.59526 -0.6 0.7 0.8 0.29
H 0.52165 0.22690 1.29049 0.0 -2.4 0.5 0.34
H 2.83375 -0.48752 1.55414 -0.4 -0.2 -0.5 0.25
H 1.57076 0.44290 -0.64212 2.9 -0.4 -0.4 0.28
H -2.49357 0.31135 -3.26195 -0.6 -0.3 0.5 0.31
H 1.25350 -2.63346 0.98755 1.1 -0.4 0.5 0.45
H -0.25485 -1.51412 1.80442 0.5 1.4 -0.3 0.32
H -2.59003 5.54906 2.41866 -1.7 -2.4 0.1 0.33
H -1.36868 -2.68487 -0.18727 -0.1 -0.3 0.7 0.30
```
Forces are in eV/Å.

---

[4]
Here is 2 unconnected molecules or ions with the total composition C3H12N2O from the OMol25 dataset. Energies are from ωB97M-V/def2-TZVPD.

As for the energy relative to the best compared isomer or geometry (same formula, charge and spin): 87.55 kcal per mole. The value obtained for the LUMO energy is 1.101 eV. Its HOMO-LUMO gap is 9.184 eV. The SMILES is CCON.CN. Its total charge is 0.

Structure (XYZ):
```
18
Properties=species:S:1:pos:R:3:forces:R:3:mulliken_charge:R:1
O -1.13032 -0.65208 0.42447 1.9 0.8 -2.5 -0.40
N -2.49442 -0.64143 0.02026 0.0 0.1 0.2 -0.50
N 0.13170 1.79682 0.51465 0.9 0.4 1.0 -0.53
C 1.42107 1.52802 1.12583 -0.3 0.4 -0.2 -0.78
C 0.80331 -1.71929 -0.85168 0.0 0.0 0.5 -1.01
C -0.17962 -0.59354 -1.00709 -2.6 -2.2 0.5 -0.17
H -2.86339 0.27231 0.29197 0.1 -0.1 0.0 0.22
H -1.02169 -0.87126 -1.64228 0.2 -0.2 -0.1 0.46
H -2.94205 -1.32186 0.63736 0.2 0.1 -0.2 0.25
H 0.25830 0.26922 -1.50720 -0.2 0.7 1.4 0.28
H -0.58224 1.12323 0.79776 0.1 0.9 -1.1 0.29
H 1.15841 -2.04986 -1.83468 0.1 0.2 0.1 0.34
H 0.17845 2.48725 -0.22749 -0.9 -0.7 0.4 0.21
H 0.33176 -2.57739 -0.36877 0.0 0.1 -0.1 0.28
H 2.20337 1.48653 0.36290 0.2 -0.1 0.1 0.28
H 1.38897 0.56954 1.64596 0.1 0.0 0.0 0.25
H 1.69133 2.30865 1.84441 0.2 -0.1 0.1 0.27
H 1.64705 -1.41487 -0.22639 0.1 -0.1 -0.2 0.25
```
Forces are in eV/Å.

---

Calculated total energy for every record listed, in sequence, given in eV: -180826.8626 -207267.6465 -11446.9625 -8329.5256.
Max |F| for every record listed, in sequence, given in eV/A: 2.27 1.08 6.21 3.44.